C26H66BrN5O11 | the ωB97M-V functional and the def2-TZVPD basis

Last column: Mulliken charge in e.
Geometry (Å):
O: 3.54 6.75 3.59  -0.49
H: -3.23 -5.00 -0.29  0.16
H: 2.86 0.37 -0.77  0.29
Br: -6.45 -3.57 -0.74  -0.08
C: 4.03 7.95 4.20  -0.57
H: 2.37 -1.65 4.91  0.20
H: 2.94 -1.40 -5.93  0.32
H: -1.87 -3.55 -2.77  0.23
H: 2.96 2.19 1.30  0.33
H: -1.83 -9.40 -0.83  0.21
C: -2.01 2.36 -0.18  0.63
H: -5.40 -1.31 -0.50  0.24
H: -1.37 -6.35 -0.07  0.33
C: -4.62 0.57 1.79  -0.49
H: 3.38 3.68 0.74  0.12
H: 2.88 6.38 4.17  0.26
C: 1.55 -2.36 4.84  -0.29
O: -0.62 -1.00 -0.02  -0.52
H: 5.79 2.49 -5.97  0.26
H: -7.89 -0.94 -0.23  0.39
H: 3.74 6.26 1.61  0.29
C: 3.55 -0.59 -5.51  -0.62
C: -1.16 2.92 0.77  -0.75
H: -7.83 -1.83 1.30  0.43
C: 3.89 6.93 -0.21  -0.65
H: -6.96 -0.10 2.50  0.38
H: 1.65 0.96 0.11  0.11
C: -3.42 1.11 1.40  -0.65
C: -1.40 -2.91 -4.55  -0.50
N: 3.95 2.35 -1.71  -0.71
H: -5.41 -2.15 1.03  0.36
H: 1.04 1.09 6.63  0.20
H: 4.15 -0.15 -6.30  0.22
O: 2.10 -3.68 4.80  -0.52
H: -2.25 1.78 -2.23  0.58
H: -2.69 -0.96 -0.11  -0.14
O: -0.62 -4.33 2.20  -0.47
H: -2.53 0.92 1.98  0.48
O: 2.94 0.54 6.17  -0.51
O: -1.12 -8.64 -2.59  -0.47
H: 4.21 -0.99 -4.73  0.29
C: 0.56 -5.11 1.99  -0.59
H: 5.65 2.01 -3.20  0.35
H: 0.48 -5.68 1.07  0.22
H: 4.66 1.73 -1.34  0.41
H: 0.79 3.76 1.06  0.52
H: -2.78 -9.86 -2.26  0.28
C: -1.60 2.23 -1.50  -0.47
H: -1.48 3.05 1.79  0.66
C: -3.35 1.86 0.23  0.74
H: 1.95 3.55 -2.35  0.39
N: 0.48 3.15 -0.90  0.33
C: -6.99 0.12 1.45  -0.94
H: -4.47 2.67 -1.40  0.62
H: -2.43 -2.80 -4.90  0.27
C: -6.03 -1.91 0.16  -0.62
H: 0.68 -5.79 2.82  0.25
H: 2.19 1.26 7.97  0.31
C: -1.84 -1.42 -0.62  0.69
O: -2.45 -4.72 -0.77  -0.32
H: -2.22 -6.62 -1.61  0.34
H: 3.70 0.13 6.61  0.31
H: -6.61 1.64 -0.60  0.44
N: -5.71 0.77 1.04  0.09
H: -1.07 -8.91 -3.51  0.28
C: -0.32 2.64 -1.83  -0.49
H: 4.79 8.37 3.55  0.24
H: 2.11 4.48 -0.83  0.26
H: 0.91 -2.25 5.71  0.21
C: 0.09 3.32 0.37  -0.21
H: -0.70 -3.73 1.45  0.26
H: 3.61 1.92 -2.57  0.31
H: -0.55 -0.05 -0.12  0.08
N: 2.16 1.10 -0.75  -0.46
H: -1.20 -10.62 -1.94  0.30
H: -4.69 -0.04 2.67  0.38
H: 3.22 8.68 4.32  0.28
H: -0.77 -5.60 -1.57  0.32
H: 4.47 7.74 5.18  0.26
C: -1.77 -9.69 -1.87  -0.56
H: 1.60 -0.35 7.49  0.25
H: 0.05 2.53 -2.83  0.45
H: -1.92 -2.50 -0.52  -0.29
H: 4.28 7.90 0.07  0.30
N: 3.43 2.68 0.55  -0.45
H: 4.38 6.60 -1.13  0.25
H: 2.17 0.01 -4.27  0.23
H: 0.98 -2.16 3.93  0.13
C: 1.87 3.52 -1.26  -1.71
H: -1.85 -1.16 -1.68  0.17
C: -5.68 1.51 -0.07  -0.29
H: 4.34 2.64 -4.95  0.16
O: 2.69 0.42 -4.97  -0.44
H: -7.80 0.81 1.21  0.36
H: 1.44 -4.46 1.94  0.30
O: 6.00 1.79 -4.06  -0.51
C: -4.50 2.07 -0.51  -0.61
H: 2.81 7.01 -0.40  0.27
C: 2.85 2.41 -0.76  1.05
H: -1.02 -1.93 -4.23  0.12
H: 1.36 -4.29 4.73  0.28
O: 4.16 5.96 0.80  -0.44
C: 5.44 2.72 -4.98  -0.53
O: -1.32 -3.86 -3.50  -0.39
H: 5.74 3.74 -4.72  0.28
C: -7.28 -1.18 0.63  -0.42
H: -0.79 -3.27 -5.38  0.25
C: 1.89 0.64 7.12  -0.55
C: -1.66 -5.90 -1.02  -0.80

maximum force	1.44	eV Å⁻¹
M	704.7	g mol⁻¹
spin multiplicity	1
Kohn-Sham gap	5.403	eV
E_LUMO	-7.7	eV
charge	+2